Entry 1:
Molecular formula: C35H47FN2O18
Method: DFT, wB97M-V/def2-TZVPD

Summary:
HOMO-LUMO gap in eV: 8.600
LUMO in eV: -0.213
DFT total energy in Ha: -2925.690655

Structure (ORCA input):
```
! wB97M-V def2-TZVPD RIJCOSX def2/J DEFGRID3
* xyz 0 1
C 8.553 -2.343 -2.477
C 7.381 -1.567 -1.923
F 7.123 -1.978 -0.606
C 6.094 -1.742 -2.729
C 4.893 -1.274 -1.933
C 4.043 -2.184 -1.350
C 2.937 -1.739 -0.586
C 2.709 -0.398 -0.434
C 3.570 0.566 -1.007
N 3.312 1.888 -0.808
C 4.183 2.694 -1.346
C 5.290 2.261 -2.096
N 5.547 1.004 -2.334
C 4.676 0.125 -1.767
H 8.267 -3.291 -2.913
H 9.217 -2.567 -1.645
H 9.098 -1.713 -3.172
H 7.611 -0.507 -1.870
H 6.137 -1.094 -3.601
H 5.963 -2.772 -3.048
H 4.224 -3.239 -1.474
H 2.294 -2.469 -0.125
H 1.867 -0.053 0.147
H 4.048 3.757 -1.193
H 5.971 3.001 -2.495
C -2.398 0.833 1.216
C -1.665 -0.094 0.270
C -2.543 -1.113 -0.425
O -1.649 -2.219 -0.606
C -0.708 -2.149 0.361
O 0.056 -3.020 0.630
O -0.748 -0.948 0.982
H -2.495 0.382 2.203
H -1.847 1.765 1.342
H -3.389 1.085 0.838
H -1.087 0.482 -0.457
H -2.914 -0.766 -1.386
H -3.388 -1.436 0.188
C 9.225 -8.642 -0.290
C 8.940 -7.195 -0.633
C 7.931 -6.997 -1.745
O 8.368 -5.776 -2.347
C 9.701 -5.655 -2.118
O 10.411 -4.873 -2.658
O 10.103 -6.551 -1.186
H 9.998 -9.045 -0.944
H 9.588 -8.734 0.733
H 8.326 -9.252 -0.379
H 8.647 -6.640 0.261
H 6.913 -6.893 -1.376
H 7.962 -7.793 -2.492
C 8.516 1.529 2.017
C 7.193 1.825 2.694
C 6.171 2.500 1.807
O 5.421 3.285 2.738
C 6.234 3.568 3.787
O 6.000 4.375 4.624
O 7.349 2.799 3.743
H 9.174 2.396 2.068
H 9.029 0.705 2.511
H 8.369 1.249 0.973
H 6.783 0.916 3.140
H 5.523 1.786 1.301
H 6.621 3.164 1.064
C -3.259 4.736 5.200
C -4.581 4.342 4.574
C -5.185 3.066 5.122
O -5.895 2.549 3.990
C -5.286 3.015 2.876
O -5.485 2.604 1.778
O -4.420 4.005 3.182
H -2.433 4.234 4.699
H -3.090 5.808 5.106
H -3.238 4.488 6.262
H -5.294 5.167 4.635
H -5.869 3.244 5.948
H -4.431 2.338 5.430
C -7.542 0.392 1.010
C -8.230 0.301 -0.337
C -9.346 -0.714 -0.411
O -9.299 -1.125 -1.786
C -8.029 -0.941 -2.227
O -7.599 -1.377 -3.245
O -7.324 -0.189 -1.352
H -6.747 -0.351 1.082
H -7.077 1.370 1.150
H -8.251 0.240 1.825
H -8.580 1.283 -0.651
H -10.317 -0.285 -0.176
H -9.173 -1.585 0.226
C -12.646 3.336 -3.987
C -11.943 3.583 -2.668
C -10.582 2.932 -2.549
O -10.489 2.669 -1.143
C -11.752 2.535 -0.666
O -12.020 2.091 0.402
O -12.652 2.966 -1.576
H -13.195 2.395 -3.957
H -13.368 4.125 -4.195
H -11.935 3.310 -4.813
H -11.883 4.654 -2.463
H -9.773 3.587 -2.864
H -10.511 1.987 -3.093
*
```

Löwdin atomic charge list, values in e, 99 entries:
1 C -0.030
2 C -0.373
3 F -0.034
4 C -0.093
5 C -0.158
6 C -0.010
7 C -0.041
8 C -0.012
9 C -0.218
10 N 0.136
11 C -0.137
12 C -0.121
13 N 0.145
14 C -0.165
15 H 0.061
16 H 0.084
17 H 0.090
18 H 0.123
19 H 0.121
20 H 0.118
21 H 0.114
22 H 0.089
23 H 0.104
24 H 0.106
25 H 0.105
26 C -0.016
27 C -0.315
28 C -0.087
29 O 0.070
30 C -0.568
31 O 0.150
32 O 0.072
33 H 0.094
34 H 0.086
35 H 0.079
36 H 0.156
37 H 0.142
38 H 0.139
39 C -0.019
40 C -0.319
41 C -0.094
42 O 0.048
43 C -0.562
44 O 0.163
45 O 0.085
46 H 0.093
47 H 0.083
48 H 0.087
49 H 0.157
50 H 0.139
51 H 0.140
52 C -0.014
53 C -0.316
54 C -0.103
55 O 0.064
56 C -0.564
57 O 0.165
58 O 0.081
59 H 0.093
60 H 0.083
61 H 0.083
62 H 0.158
63 H 0.129
64 H 0.138
65 C -0.016
66 C -0.316
67 C -0.091
68 O 0.069
69 C -0.553
70 O 0.141
71 O 0.088
72 H 0.094
73 H 0.084
74 H 0.089
75 H 0.157
76 H 0.139
77 H 0.141
78 C -0.008
79 C -0.309
80 C -0.087
81 O 0.059
82 C -0.572
83 O 0.157
84 O 0.080
85 H 0.093
86 H 0.051
87 H 0.094
88 H 0.137
89 H 0.130
90 H 0.139
91 C -0.017
92 C -0.316
93 C -0.090
94 O 0.039
95 C -0.565
96 O 0.165
97 O 0.088
98 H 0.095
99 H 0.083

---

Entry 2:
Molecular formula: C22H40N4O28S6
Method: DFT, wB97M-V/def2-TZVPD

Summary:
HOMO-LUMO gap in eV: 7.682
LUMO in eV: -0.233
DFT total energy in Ha: -5576.739735

Structure (ORCA input):
```
! wB97M-V def2-TZVPD RIJCOSX def2/J DEFGRID3
* xyz 0 1
C -15.787 10.813 -15.603
N -15.332 9.529 -15.007
O -15.671 9.244 -13.881
O -14.759 8.748 -15.736
H -15.328 11.699 -15.179
H -16.869 10.785 -15.476
H -15.639 10.790 -16.677
C -12.272 14.336 -17.575
N -12.850 13.329 -16.656
O -14.054 13.290 -16.523
O -12.072 12.494 -16.211
H -12.587 14.084 -18.586
H -11.188 14.327 -17.511
H -12.685 15.298 -17.274
C -16.621 14.849 -16.842
C -17.983 14.101 -16.784
O -18.495 14.196 -18.115
S -17.378 14.495 -19.228
O -17.766 15.477 -20.204
O -16.689 13.316 -19.695
O -16.368 15.206 -18.186
H -15.768 14.213 -16.598
H -16.589 15.726 -16.201
H -18.638 14.586 -16.065
H -17.894 13.058 -16.488
C -10.322 18.012 -18.513
C -11.114 17.735 -17.231
O -10.246 17.223 -16.213
S -8.838 16.747 -16.792
O -8.907 15.313 -16.855
O -7.724 17.360 -16.123
O -9.033 17.488 -18.234
H -10.373 19.084 -18.701
H -10.805 17.535 -19.365
H -11.896 16.994 -17.390
H -11.445 18.637 -16.719
C -14.718 11.630 -19.769
C -14.805 10.885 -21.068
O -15.247 9.547 -20.789
S -15.169 9.192 -19.213
O -14.307 8.082 -18.949
O -16.484 9.177 -18.614
O -14.392 10.603 -18.821
H -15.596 12.206 -19.472
H -13.868 12.308 -19.689
H -13.821 10.777 -21.531
H -15.493 11.229 -21.838
C -13.562 18.249 -12.241
C -14.637 17.231 -11.829
O -14.314 16.097 -12.656
S -13.548 16.485 -14.030
O -14.385 16.398 -15.170
O -12.258 15.862 -14.019
O -13.433 18.046 -13.625
H -12.600 18.112 -11.745
H -13.924 19.244 -11.985
H -15.652 17.563 -12.038
H -14.525 16.847 -10.819
C -8.462 12.943 -14.619
C -9.900 13.075 -14.053
O -9.827 13.376 -12.641
S -8.326 13.175 -12.110
O -8.014 11.781 -11.839
O -7.906 14.149 -11.152
O -7.720 13.552 -13.572
H -8.294 13.534 -15.514
H -8.102 11.918 -14.691
H -10.421 12.122 -14.158
H -10.577 13.829 -14.448
C -10.145 9.381 -19.325
C -11.375 10.059 -18.779
O -10.944 11.408 -18.638
S -9.421 11.442 -18.093
O -9.344 10.928 -16.748
O -8.842 12.696 -18.419
O -9.046 10.286 -19.137
H -10.163 9.217 -20.402
H -9.842 8.483 -18.786
H -11.666 9.720 -17.782
H -12.243 9.941 -19.418
N -14.169 12.419 -11.139
C -14.213 11.627 -12.277
C -13.441 12.255 -13.230
C -13.026 13.482 -12.724
C -13.529 13.585 -11.447
H -14.566 12.211 -10.243
H -14.753 10.699 -12.210
H -13.318 11.912 -14.245
H -12.507 14.286 -13.223
H -13.540 14.401 -10.742
N -13.804 16.149 -22.220
C -14.400 16.568 -21.050
C -13.692 16.115 -19.976
C -12.529 15.519 -20.507
C -12.667 15.481 -21.868
H -14.217 16.396 -23.098
H -15.323 17.124 -21.096
H -14.009 16.290 -18.961
H -11.720 15.182 -19.874
H -12.029 15.050 -22.623
*
```

Löwdin atomic charge list, values in e, 99 entries:
1 C 0.040
2 N -0.420
3 O 0.053
4 O 0.076
5 H 0.065
6 H 0.103
7 H 0.063
8 C 0.054
9 N -0.358
10 O 0.045
11 O 0.074
12 H 0.071
13 H 0.094
14 H 0.075
15 C -0.165
16 C -0.115
17 O -0.178
18 S 0.690
19 O -0.218
20 O -0.251
21 O -0.200
22 H 0.084
23 H 0.117
24 H 0.131
25 H 0.119
26 C -0.145
27 C -0.147
28 O -0.204
29 S 0.665
30 O -0.243
31 O -0.209
32 O -0.178
33 H 0.132
34 H 0.112
35 H 0.089
36 H 0.137
37 C -0.170
38 C -0.145
39 O -0.191
40 S 0.661
41 O -0.223
42 O -0.237
43 O -0.243
44 H 0.055
45 H 0.130
46 H 0.128
47 H 0.139
48 C -0.169
49 C -0.121
50 O -0.220
51 S 0.648
52 O -0.213
53 O -0.235
54 O -0.184
55 H 0.139
56 H 0.136
57 H 0.132
58 H 0.132
59 C -0.154
60 C -0.147
61 O -0.205
62 S 0.658
63 O -0.248
64 O -0.228
65 O -0.212
66 H 0.102
67 H 0.119
68 H 0.119
69 H 0.101
70 C -0.137
71 C -0.168
72 O -0.221
73 S 0.639
74 O -0.217
75 O -0.205
76 O -0.199
77 H 0.135
78 H 0.139
79 H 0.140
80 H 0.107
81 N 0.018
82 C -0.103
83 C -0.105
84 C -0.123
85 C -0.129
86 H 0.141
87 H 0.090
88 H 0.066
89 H 0.043
90 H 0.104
91 N 0.034
92 C -0.126
93 C -0.117
94 C -0.134
95 C -0.126
96 H 0.149
97 H 0.114
98 H 0.088
99 H 0.084